Model 1:
Molecular formula: C14H25GaN5O6S
Method: DFT, ωB97M-V/def2-TZVPD

```
! wB97M-V def2-TZVPD RIJCOSX def2/J DEFGRID3
* xyz 1 1
O 0.322 -2.216 -5.017
H -0.535 -1.937 -4.638
Ga 0.035 -0.059 -0.646
N 1.544 -1.159 -1.320
N -0.583 -1.887 -0.203
N 0.742 1.798 -0.807
N -1.214 0.919 0.600
O 2.725 -0.728 -1.422
O 1.840 2.265 -1.522
O -2.335 0.419 1.214
O -1.618 -2.156 0.512
C 0.044 -2.874 -0.885
C 1.257 -2.470 -1.491
C 0.122 2.709 -0.055
C -1.004 2.231 0.704
C 2.221 -3.308 -2.275
H 2.376 -2.830 -3.268
H 1.800 -4.323 -2.403
H 3.190 -3.349 -1.734
C -0.581 -4.238 -0.975
H -1.578 -4.155 -1.459
H -0.723 -4.656 0.041
H 0.079 -4.891 -1.582
C 0.606 4.116 0.075
C -1.788 3.133 1.606
H 1.269 4.355 -0.772
H 1.163 4.278 1.026
H -0.263 4.806 0.103
H -2.370 2.527 2.321
H -2.483 3.760 1.004
H -1.117 3.832 2.156
H 2.130 1.510 -2.075
H -2.267 -0.554 0.988
C -1.403 0.108 -2.116
H -1.179 -0.229 -3.109
H -1.564 1.197 -1.992
H -2.234 -0.461 -1.671
O 2.251 0.793 -4.651
H 1.978 -0.027 -5.102
H 1.472 1.013 -4.134
S 1.627 -0.306 1.404
C 0.596 0.031 2.697
N -0.281 -0.921 3.120
C -1.042 -0.781 4.243
C -1.037 0.427 4.936
C -0.228 1.471 4.455
C 0.584 1.281 3.329
H -0.307 -1.808 2.612
H -1.614 -1.657 4.510
H -1.659 0.545 5.821
H -0.196 2.429 4.955
H 1.232 2.024 2.894
*
```

Computed properties:
Frontier orbital gap (spin up / spin down), hartree: 0.2417 / 0.2388
Molar mass, u: 461.17
LUMO (spin up / spin down), eV: -4.7 / -4.8

Results of the Löwdin charge analysis, in e, for atoms 1 through 6: 0.0201, 0.0077, 0.1301, -0.1719, -0.1352, 0.0004

Model 2:
Molecular formula: C14H25GaN5O6S
Method: DFT, ωB97M-V/def2-TZVPD

```
! wB97M-V def2-TZVPD RIJCOSX def2/J DEFGRID3
* xyz 1 1
O 0.419 -1.637 -3.803
H -0.489 -1.945 -4.133
Ga -0.097 0.063 -0.050
N 1.375 -0.986 -0.884
N -0.678 -1.791 0.367
N 0.689 1.854 -0.215
N -1.259 0.995 1.202
O 2.457 -0.413 -1.200
O 1.702 2.209 -1.050
O -2.243 0.360 1.895
O -1.578 -2.102 1.254
C -0.059 -2.740 -0.364
C 1.135 -2.314 -0.998
C 0.049 2.782 0.485
C -1.054 2.301 1.281
C 2.084 -3.194 -1.717
H 2.243 -2.833 -2.728
H 1.703 -4.210 -1.760
H 3.034 -3.217 -1.183
C -0.623 -4.112 -0.382
H -1.608 -4.127 -0.852
H -0.737 -4.491 0.631
H 0.015 -4.792 -0.935
C 0.564 4.170 0.591
C -1.856 3.153 2.191
H 1.250 4.451 -0.210
H 1.119 4.317 1.527
H -0.238 4.911 0.600
H -2.470 2.579 2.894
H -2.549 3.785 1.621
H -1.221 3.828 2.773
H 2.188 1.320 -1.198
H -2.099 -0.631 1.626
C -1.438 0.210 -1.602
H -0.927 -0.212 -2.482
H -1.668 1.266 -1.808
H -2.297 -0.431 -1.374
O 2.066 0.743 -3.882
H 1.766 -0.132 -4.219
H 1.211 1.112 -3.597
S 1.514 -0.198 1.943
C 0.559 0.091 3.291
N -0.334 -0.866 3.684
C -1.112 -0.707 4.789
C -1.104 0.486 5.500
C -0.263 1.515 5.043
C 0.604 1.306 3.979
H -0.452 -1.712 3.115
H -1.757 -1.534 5.064
H -1.758 0.619 6.372
H -0.294 2.482 5.533
H 1.291 2.067 3.634
*
```

Computed properties:
Frontier orbital gap (spin up / spin down), hartree: 0.2265 / 0.2202
Molar mass, u: 461.17
LUMO (spin up / spin down), eV: -5.0 / -5.2

Results of the Löwdin charge analysis, in e, for atoms 1 through 6: 0.0171, 0.0850, 0.0780, -0.1221, -0.1007, -0.0319

Relative energies, eV: model 1 0.307; model 2 0.000.

Model 1:
Molecular formula: C2HBr2N2
Method: DFT, ωB97M-V/def2-TZVPD

```
! wB97M-V def2-TZVPD RIJCOSX def2/J DEFGRID3
* xyz 1 1
C 0.292 -0.483 0.228
C 0.365 0.504 -0.740
N -1.590 -0.367 1.870
N -0.768 -0.428 1.129
Br 1.767 0.497 -1.937
Br -0.992 1.791 -0.813
H 0.926 -1.514 0.263
*
```

Computed properties:
Frontier orbital gap, hartree: 0.3260
Molar mass, u: 212.85
LUMO, eV: -6.4

Results of the Löwdin charge analysis, in e, for atoms 1 through 6: -0.2187, -1.1591, 0.4090, 0.0019, 0.8991, 0.8633

Model 2:
Molecular formula: C2HBr2N2
Method: DFT, ωB97M-V/def2-TZVPD

```
! wB97M-V def2-TZVPD RIJCOSX def2/J DEFGRID3
* xyz 1 1
C -0.172 -0.115 0.537
C -0.439 -0.234 -0.890
N 1.890 0.530 1.479
N 0.958 0.238 0.991
Br -2.144 -0.673 -1.346
Br 0.789 0.331 -2.131
H -0.882 -0.077 1.359
*
```

Computed properties:
Frontier orbital gap, hartree: 0.3117
Molar mass, u: 212.85
LUMO, eV: -6.7

Results of the Löwdin charge analysis, in e, for atoms 1 through 6: -0.2285, -1.1458, 0.4145, -0.0402, 0.9357, 0.9116

Relative energies, eV: model 1 0.000; model 2 0.243.

Model 1:
Molecular formula: C2H4N2OS
Method: DFT, ωB97M-V/def2-TZVPD

```
! wB97M-V def2-TZVPD RIJCOSX def2/J DEFGRID3
* xyz 0 1
C -1.629 -0.305 -0.123
C 0.327 -0.009 -0.268
N -2.761 -0.241 -0.215
N 0.951 -0.686 0.858
O 0.897 -0.402 -1.453
S 0.374 1.827 0.122
H 0.739 -0.515 1.892
H 0.954 -1.630 0.683
H 0.999 0.229 -2.218
H -0.851 1.732 0.721
*
```

Computed properties:
Frontier orbital gap, hartree: 0.3783
Molar mass, u: 104.13
LUMO, eV: 0.1

Results of the Löwdin charge analysis, in e, for atoms 1 through 6: -0.2069, -0.7764, 0.0274, 0.0199, -0.0164, 0.7458

Model 2:
Molecular formula: C2H4N2OS
Method: DFT, ωB97M-V/def2-TZVPD

```
! wB97M-V def2-TZVPD RIJCOSX def2/J DEFGRID3
* xyz 0 1
C 0.483 -0.505 -1.012
C -0.020 0.158 2.586
H -0.646 0.759 -3.434
H 1.040 -1.441 -0.849
H -0.410 1.291 2.841
H 0.182 -0.556 3.371
N 0.340 -0.356 -2.293
N 0.017 -0.425 1.413
O -0.400 0.795 -2.531
S -0.586 0.280 -0.092
*
```

Computed properties:
Frontier orbital gap, hartree: 0.3378
Molar mass, u: 104.13
LUMO, eV: 0.7

Results of the Löwdin charge analysis, in e, for atoms 1 through 6: -0.5760, -0.1340, 0.0747, 0.1045, 0.1187, 0.0479

Relative energies, eV: model 1 0.000; model 2 1.220.